No. 1
Molecular formula: C22H29N5O3
Method: DFT, ωB97M-V with the def2-TZVPD basis set

Properties
* frontier orbital gap: 9.27 eV
* SMILES: CC(C)CNC(=O)Cn1c(=O)c2c(ncn2CC(C)C)n(Cc2ccccc2)c1=O
* energy relative to the best compared isomer or geometry (same formula, charge and spin): 0.031 eV
* HOMO energy: -8.53 eV

Atoms and positions in Å:
C: 3.29 -4.95 -0.18
H: 3.80 -4.66 0.73
H: 2.55 -5.70 0.07
H: 4.01 -5.39 -0.86
C: 2.62 -3.74 -0.82
C: 1.87 -4.14 -2.09
H: 1.28 -3.31 -2.47
H: 1.19 -4.96 -1.88
H: 2.57 -4.46 -2.86
C: 3.68 -2.67 -1.13
N: 3.12 -1.45 -1.67
C: 2.83 -0.40 -0.89
O: 3.11 -0.32 0.29
C: 2.12 0.75 -1.62
N: 0.79 0.92 -1.06
C: -0.07 -0.14 -1.27
O: 0.25 -1.07 -1.99
N: -1.30 -0.08 -0.66
C: -1.61 0.98 0.13
C: -0.73 2.04 0.30
N: -1.38 2.91 1.15
C: -2.57 2.35 1.42
N: -2.75 1.18 0.83
H: -3.30 2.80 2.06
C: -0.88 4.19 1.57
H: 0.18 4.08 1.79
H: -1.41 4.48 2.48
C: -1.06 5.26 0.49
C: -0.37 6.55 0.93
H: 0.69 6.37 1.09
H: -0.80 6.92 1.86
H: -0.48 7.32 0.17
C: -2.54 5.51 0.20
H: -3.04 5.89 1.09
H: -2.65 6.25 -0.59
H: -3.03 4.60 -0.12
H: -0.57 4.90 -0.42
C: 0.56 2.08 -0.30
O: 1.38 2.98 -0.24
C: -2.22 -1.22 -0.77
C: -1.95 -2.20 0.34
C: -1.10 -3.28 0.13
C: -0.82 -4.15 1.16
C: -1.37 -3.95 2.41
C: -2.21 -2.88 2.63
C: -2.50 -2.00 1.60
H: -3.15 -1.15 1.76
H: -2.64 -2.72 3.61
H: -1.14 -4.64 3.22
H: -0.16 -4.99 0.99
H: -0.67 -3.43 -0.85
H: -2.05 -1.68 -1.74
H: -3.23 -0.81 -0.69
H: 2.66 1.69 -1.43
H: 2.05 0.56 -2.69
H: 2.65 -1.53 -2.56
H: 4.41 -3.06 -1.85
H: 4.20 -2.39 -0.21
H: 1.90 -3.30 -0.11

***

No. 2
Molecular formula: C22H29N9OPdS
Method: DFT, ωB97M-V with the def2-TZVPD basis set

Properties
* frontier orbital gap: 8.22 eV
* net charge: +2
* energy relative to the best compared isomer or geometry (same formula, charge and spin): 0.001 eV
* HOMO energy: -14.01 eV

Atoms and positions in Å:
Pd: -0.61 -0.35 -0.72
N: -3.12 -4.43 -3.19
C: -2.94 -3.10 -3.07
C: -2.03 -2.56 -2.14
N: -1.89 -1.24 -2.04
C: -2.62 -0.43 -2.82
C: -3.50 -1.00 -3.73
N: -3.67 -2.30 -3.86
H: -2.56 -5.09 -2.70
H: -3.75 -4.76 -3.90
H: -1.41 -3.18 -1.52
H: -2.49 0.63 -2.72
H: -4.10 -0.36 -4.38
N: -4.11 1.09 1.13
C: -3.29 0.14 0.67
N: -2.21 0.65 0.11
C: -2.35 2.04 0.19
C: -1.52 3.06 -0.27
C: -1.93 4.35 -0.03
C: -3.14 4.63 0.64
C: -3.97 3.63 1.09
C: -3.54 2.32 0.84
H: -4.99 0.93 1.60
H: -3.50 -0.92 0.77
H: -0.61 2.85 -0.81
H: -1.33 5.18 -0.38
H: -3.42 5.66 0.81
H: -4.90 3.84 1.60
C: 1.23 -2.66 1.04
N: 2.38 -1.95 0.49
C: 3.33 -1.46 1.48
C: 2.47 -1.64 -0.81
S: 1.08 -1.47 -1.83
N: 3.68 -1.50 -1.37
C: 4.84 -2.25 -0.88
C: 3.89 -0.85 -2.66
H: 1.59 -3.37 1.79
H: 0.71 -3.21 0.26
H: 0.53 -1.97 1.52
H: 2.76 -1.01 2.30
H: 3.97 -0.70 1.05
H: 3.94 -2.26 1.90
H: 4.53 -3.04 -0.20
H: 5.56 -1.59 -0.39
H: 5.33 -2.70 -1.74
H: 3.14 -0.09 -2.84
H: 3.84 -1.58 -3.47
H: 4.88 -0.40 -2.65
N: -0.12 1.03 4.73
C: 0.51 2.04 4.07
O: 0.68 3.14 4.51
C: 0.96 1.74 2.66
C: 2.02 2.47 2.13
C: 2.39 2.27 0.82
C: 1.67 1.38 0.05
N: 0.63 0.69 0.54
C: 0.29 0.86 1.83
H: -0.35 1.22 5.69
H: 0.07 0.07 4.50
H: 2.52 3.19 2.77
H: 3.21 2.82 0.37
H: 1.90 1.22 -1.00
H: -0.57 0.31 2.17

***

No. 3
Molecular formula: C22H29NO5
Method: DFT, ωB97M-V with the def2-TZVPD basis set

Properties
* frontier orbital gap: 8.63 eV
* SMILES: CCN(CC)C(=O)C[C@@H](c1ccc(OC)cc1)c1c(O)cc(OC)cc1OC
* energy relative to the best compared isomer or geometry (same formula, charge and spin): 0.791 eV
* HOMO energy: -7.92 eV

Atoms and positions in Å:
C: -2.57 -3.71 1.38
H: -3.02 -4.44 0.71
H: -1.51 -3.66 1.19
H: -2.72 -4.04 2.41
C: -3.23 -2.34 1.20
N: -3.24 -1.87 -0.17
C: -2.16 -1.40 -0.85
O: -2.26 -1.02 -2.00
C: -0.83 -1.38 -0.12
H: -0.34 -2.34 -0.30
H: -0.96 -1.25 0.95
C: 0.04 -0.25 -0.68
C: -0.49 1.08 -0.20
C: -1.26 1.89 -1.02
C: -1.77 3.10 -0.56
C: -1.50 3.52 0.73
C: -0.72 2.71 1.56
C: -0.23 1.51 1.10
H: 0.37 0.89 1.75
H: -0.52 3.05 2.57
O: -1.94 4.69 1.28
C: -2.72 5.55 0.49
H: -3.65 5.07 0.17
H: -2.95 6.41 1.12
H: -2.17 5.89 -0.39
H: -2.37 3.69 -1.23
H: -1.50 1.56 -2.02
C: 1.53 -0.36 -0.40
C: 2.40 0.32 -1.26
C: 3.78 0.25 -1.12
C: 4.33 -0.50 -0.09
C: 3.48 -1.14 0.81
C: 2.10 -1.07 0.67
O: 1.25 -1.67 1.56
C: 1.79 -2.39 2.63
H: 2.40 -1.76 3.29
H: 2.39 -3.24 2.29
H: 0.93 -2.76 3.19
H: 3.94 -1.69 1.61
O: 5.66 -0.65 0.14
C: 6.56 -0.03 -0.74
H: 7.56 -0.29 -0.38
H: 6.45 1.06 -0.72
H: 6.44 -0.39 -1.76
H: 4.38 0.79 -1.83
O: 1.96 1.10 -2.28
H: 0.99 1.17 -2.25
H: -0.10 -0.31 -1.77
C: -4.52 -1.90 -0.87
C: -4.97 -3.32 -1.21
H: -4.20 -3.82 -1.80
H: -5.88 -3.28 -1.80
H: -5.16 -3.91 -0.32
H: -5.27 -1.41 -0.25
H: -4.39 -1.33 -1.79
H: -2.74 -1.60 1.84
H: -4.27 -2.40 1.52

***

No. 4
Molecular formula: C22H30Cl42NO6PSSi
Method: DFT, ωB97M-V with the def2-TZVPD basis set

Properties
* frontier orbital gap: 9.67 eV
* energy relative to the best compared isomer or geometry (same formula, charge and spin): 0.000 eV
* HOMO energy: -9.79 eV

Atoms and positions in Å:
C: -0.21 0.65 -4.02
Si: 1.39 -0.31 -3.90
C: 1.61 -1.25 -5.52
C: 2.78 0.95 -3.70
O: 1.21 -1.31 -2.58
C: 2.09 -2.39 -2.39
C: 3.38 -2.03 -1.66
C: 3.19 -1.54 -0.23
N: 4.50 -1.37 0.41
C: 5.14 -2.32 0.81
S: 5.87 -3.52 1.47
O: 2.58 -0.26 -0.30
C: 2.63 0.52 0.82
O: 3.38 1.44 0.92
P: 2.14 -2.62 0.86
O: 2.42 -2.38 2.29
O: 0.63 -2.27 0.51
O: 2.42 -4.15 0.51
H: -1.03 -0.05 -3.85
H: -0.34 1.04 -5.02
H: -0.23 1.46 -3.30
H: 0.71 -1.11 -6.11
H: 2.43 -0.79 -6.08
H: 1.76 -2.32 -5.43
H: 2.42 1.92 -4.05
H: 3.64 0.65 -4.30
H: 3.07 1.02 -2.66
H: 1.53 -3.13 -1.81
H: 2.36 -2.90 -3.32
H: 4.05 -2.89 -1.68
H: 3.87 -1.22 -2.20
H: 1.93 0.27 1.63
H: 0.14 -2.41 1.34
H: 2.34 -4.35 -0.43
C: -0.01 -4.90 -4.71
Cl: 1.29 -4.65 -5.87
Cl: -1.23 -6.01 -5.34
Cl: 0.63 -5.48 -3.17
H: -0.49 -3.94 -4.53
C: -1.84 4.39 -5.24
Cl: -2.72 4.94 -6.66
Cl: -2.77 3.19 -4.34
Cl: -0.26 3.74 -5.69
H: -1.67 5.24 -4.59
C: -3.61 -5.56 -2.15
Cl: -4.44 -6.19 -3.57
Cl: -2.43 -6.73 -1.55
Cl: -2.84 -4.01 -2.50
H: -4.34 -5.40 -1.37
C: 1.49 3.84 2.34
Cl: 2.06 5.50 2.15
Cl: 1.66 3.31 4.02
Cl: -0.18 3.69 1.81
H: 2.11 3.20 1.72
C: 4.82 -3.81 5.03
Cl: 5.90 -5.16 4.66
Cl: 4.09 -4.02 6.63
Cl: 5.69 -2.28 4.95
H: 4.03 -3.79 4.30
C: -7.16 -6.38 -0.40
Cl: -8.25 -6.48 -1.78
Cl: -5.89 -7.60 -0.51
Cl: -6.47 -4.76 -0.28
H: -7.73 -6.56 0.50
C: -6.61 -2.57 3.02
Cl: -7.50 -1.90 1.64
Cl: -6.99 -4.28 3.24
Cl: -4.87 -2.34 2.84
H: -6.93 -2.03 3.90
C: -1.37 4.79 6.15
Cl: -0.86 6.47 6.00
Cl: -1.21 4.22 7.81
Cl: -3.02 4.58 5.57
H: -0.72 4.18 5.53
C: 1.93 9.23 0.00
Cl: 1.48 8.34 -1.46
Cl: 3.14 8.35 0.92
Cl: 2.51 10.85 -0.41
H: 1.04 9.33 0.61
C: -4.46 -2.01 7.05
Cl: -3.17 -2.68 6.06
Cl: -4.26 -0.27 7.24
Cl: -6.04 -2.39 6.36
H: -4.41 -2.46 8.03
C: -5.25 -0.81 -1.83
Cl: -4.47 0.77 -1.97
Cl: -4.90 -1.54 -0.27
Cl: -7.00 -0.66 -2.06
H: -4.87 -1.45 -2.61
C: 7.54 9.36 1.37
Cl: 7.68 8.57 2.94
Cl: 7.99 8.25 0.07
Cl: 5.91 9.98 1.12
H: 8.23 10.19 1.35
C: 5.48 -4.04 10.53
Cl: 3.96 -3.64 11.33
Cl: 6.63 -2.71 10.68
Cl: 6.16 -5.53 11.18
H: 5.28 -4.19 9.48
C: -6.29 6.44 -8.48
Cl: -6.24 6.12 -6.74
Cl: -4.67 6.42 -9.18
Cl: -7.34 5.28 -9.29
H: -6.71 7.43 -8.62

***

No. 5
Molecular formula: C22H30ClIN5OSSiSr
Method: DFT, ωB97M-V with the def2-TZVPD basis set

Properties
* frontier orbital gap: 7.48 eV
* net charge: -1
* energy relative to the best compared isomer or geometry (same formula, charge and spin): 0.000 eV
* HOMO energy: -5.10 eV

Atoms and positions in Å:
Sr: -18.05 1.82 4.55
C: -17.03 5.58 7.84
C: -17.20 6.70 7.03
C: -17.80 6.50 5.82
C: -18.19 5.20 5.47
N: -17.98 4.14 6.19
C: -17.42 4.32 7.39
C: -18.76 4.93 4.14
C: -18.13 5.50 3.03
C: -18.66 5.19 1.75
C: -19.73 4.35 1.58
C: -20.42 3.83 2.70
C: -19.98 4.23 3.98
H: -16.68 5.59 8.84
H: -16.92 7.71 7.30
H: -18.16 7.36 5.23
H: -17.24 3.46 8.00
H: -17.26 6.14 3.06
H: -18.17 5.62 0.85
H: -20.08 4.09 0.62
H: -21.23 3.11 2.55
N: -24.09 4.57 6.11
C: -25.01 4.02 7.04
C: -26.25 3.54 6.25
N: -27.32 3.15 7.09
H: -20.61 4.27 4.98
H: -23.11 4.57 6.39
H: -24.23 5.53 5.87
H: -25.28 4.73 7.81
H: -24.57 3.13 7.55
H: -25.97 2.68 5.67
H: -26.54 4.33 5.58
H: -27.63 3.86 7.74
H: -27.01 2.39 7.66
S: -20.50 -1.16 1.28
C: -20.11 -0.02 2.40
N: -19.79 0.81 3.19
I: -18.27 -2.01 5.42
C: -17.10 -1.72 3.74
C: -16.49 -2.77 3.01
C: -15.96 -2.40 1.77
C: -15.91 -1.06 1.37
C: -16.37 -0.07 2.27
N: -16.97 -0.41 3.42
H: -16.62 -3.79 3.26
H: -15.56 -3.10 0.96
H: -15.61 -0.89 0.38
H: -16.32 1.00 2.10
Cl: -17.69 1.19 7.18
C: -14.00 4.63 2.92
Si: -14.76 3.01 3.51
C: -14.42 2.93 5.38
C: -13.61 1.64 2.89
O: -16.32 2.81 3.22
H: -14.17 4.93 1.91
H: -12.84 4.55 3.05
H: -14.25 5.45 3.59
H: -13.45 3.40 5.55
H: -14.35 1.84 5.71
H: -15.17 3.43 5.98
H: -12.53 1.75 3.15
H: -13.60 1.50 1.83
H: -14.02 0.75 3.35

***

No. 6
Molecular formula: C22H30F4NO2Si2
Method: DFT, ωB97M-V with the def2-TZVPD basis set

Properties
* frontier orbital gap: 5.95 eV
* SMILES: CC(CC(c1cc(F)cc(F)c1)c1cc(F)cc(F)c1)=[N+](O[Si](C)(C)C)O[Si](C)(C)C
* net charge: +1
* energy relative to the best compared isomer or geometry (same formula, charge and spin): 0.696 eV
* HOMO energy: -12.22 eV

Atoms and positions in Å:
C: -0.61 4.18 0.19
Si: 0.41 2.70 -0.32
C: 1.57 3.42 -1.67
C: 1.25 1.92 1.11
O: -0.35 1.59 -1.38
N: -1.45 0.81 -0.90
O: -1.91 1.43 0.32
Si: -3.53 2.05 0.02
C: -3.88 3.06 1.54
C: -3.49 3.11 -1.55
C: -4.69 0.63 -0.17
C: -1.03 -0.50 -0.81
C: -1.34 -1.12 -2.12
C: -0.37 -1.17 0.36
H: 0.06 5.01 0.46
H: -1.27 4.60 -0.57
H: -1.15 3.98 1.11
H: 2.33 4.11 -1.25
H: 2.10 2.61 -2.22
H: 1.02 4.02 -2.44
H: 1.63 2.79 1.67
H: 0.49 1.40 1.71
H: 2.08 1.28 0.81
H: -4.83 3.58 1.44
H: -4.10 2.40 2.40
H: -3.17 3.87 1.79
H: -4.48 3.07 -2.04
H: -3.23 4.17 -1.37
H: -2.74 2.70 -2.25
H: -5.63 0.97 -0.62
H: -4.21 -0.09 -0.85
H: -4.84 0.18 0.82
H: -1.52 -2.19 -2.07
H: -2.22 -0.59 -2.52
H: -0.51 -1.02 -2.81
H: -0.78 -2.16 0.42
H: -0.75 -0.58 1.20
F: 2.19 -5.66 3.29
C: 2.14 -4.30 3.15
C: 2.68 -3.53 4.18
C: 2.62 -2.16 3.99
F: 3.07 -1.33 4.99
C: 2.15 -1.55 2.82
C: 1.59 -2.36 1.82
C: 1.10 -1.64 0.50
C: 1.84 -2.29 -0.70
C: 1.91 -1.44 -1.81
C: 2.40 -1.87 -3.03
F: 2.25 -1.07 -4.13
C: 2.95 -3.13 -3.22
C: 3.01 -3.90 -2.07
F: 3.52 -5.17 -2.20
C: 2.56 -3.51 -0.80
C: 1.55 -3.75 2.03
H: 3.09 -3.97 5.10
H: 2.21 -0.46 2.70
H: 1.55 -0.64 0.60
H: 1.51 -0.43 -1.74
H: 3.37 -3.45 -4.18
H: 2.73 -4.21 0.03
H: 1.16 -4.40 1.26

***

No. 7
Molecular formula: C22H30FN3O3
Method: DFT, ωB97M-V with the def2-TZVPD basis set

Properties
* frontier orbital gap: 9.55 eV
* SMILES: O=C(NCCCc1ccc(F)cc1)[C@H]1CCC(=O)N(CCCN2CCCC2=O)C1
* energy relative to the best compared isomer or geometry (same formula, charge and spin): 0.120 eV
* HOMO energy: -8.92 eV

Atoms and positions in Å:
O: -1.74 3.55 0.03
C: -0.57 3.27 -0.14
N: -0.13 2.58 -1.20
H: 0.83 2.27 -1.24
C: -1.03 1.97 -2.16
H: -0.76 2.31 -3.17
C: -0.96 0.45 -2.09
H: 0.07 0.14 -2.26
H: -1.25 0.13 -1.09
C: -1.87 -0.22 -3.12
C: -1.72 -1.71 -3.05
C: -2.39 -2.44 -2.08
C: -2.20 -3.80 -1.96
C: -1.33 -4.43 -2.82
C: -0.65 -3.74 -3.80
C: -0.85 -2.37 -3.91
H: -0.32 -1.82 -4.67
H: 0.02 -4.26 -4.46
F: -1.13 -5.76 -2.70
H: -2.73 -4.38 -1.21
H: -3.07 -1.93 -1.41
H: -2.91 0.06 -2.92
H: -1.61 0.14 -4.12
H: -2.03 2.33 -1.92
C: 0.55 3.72 0.81
C: 0.00 4.70 1.87
C: 0.24 4.20 3.30
C: -0.24 2.77 3.43
O: -0.99 2.38 4.30
N: 0.26 1.95 2.48
C: 1.17 2.50 1.50
H: 2.11 2.80 1.98
H: 1.41 1.72 0.77
C: -0.20 0.59 2.40
H: -1.19 0.57 2.86
C: 0.72 -0.39 3.14
H: 1.00 0.06 4.10
H: 0.15 -1.30 3.36
C: 1.98 -0.76 2.37
N: 1.70 -1.58 1.21
C: 1.71 -1.14 -0.06
O: 1.88 0.01 -0.42
C: 1.49 -2.34 -0.97
H: 2.45 -2.63 -1.39
C: 0.93 -3.41 -0.03
H: -0.16 -3.35 -0.02
H: 1.22 -4.41 -0.32
C: 1.49 -3.00 1.33
H: 2.45 -3.50 1.54
H: 0.81 -3.23 2.15
H: 0.82 -2.10 -1.80
H: 2.49 0.14 2.02
H: 2.67 -1.32 3.01
H: -0.28 0.30 1.34
H: -0.30 4.82 4.01
H: 1.30 4.24 3.54
H: 0.45 5.68 1.75
H: -1.07 4.80 1.71
H: 1.32 4.20 0.20